Entry 1:
Density functional theory data (ωB97M-V/def2-TZVPD) for an isolated molecule of C8H10.

Calculated values
* relative energy (zero: lowest compared OMol25 entry of this formula, charge and spin): 5.298 eV
* max |F|: 3.96 eV/Å
* SMILES: C#C[C@H]1C=C(C)CC1
* LUMO: 1.0 eV

Last column: Löwdin charge in e.
Geometry (Å):
C (1.3009, 1.5873, -0.9792)  0.087
C (2.0354, 0.8160, -0.4250)  -0.065
C (1.8033, -0.1972, 0.6871)  -0.240
C (0.5414, 0.4601, 1.1195)  -0.106
C (-0.4404, 0.2290, 0.2538)  -0.309
C (-1.6945, 0.9907, 0.1461)  -0.066
C (0.0863, -0.9359, -0.7691)  -0.146
C (1.1659, -1.5035, 0.0713)  -0.158
H (0.8449, 2.2057, -1.7480)  0.073
H (2.5842, -0.4555, 1.3535)  0.116
H (0.4143, 1.0807, 1.9815)  0.119
H (-1.9541, 1.4733, -0.8571)  0.107
H (-1.5924, 1.7578, 0.8929)  0.063
H (-2.5256, 0.3817, 0.5430)  0.082
H (0.2122, -0.4350, -1.7604)  0.114
H (-0.6044, -1.7259, -0.9738)  0.091
H (0.6270, -1.9141, 0.8950)  0.109
H (1.9922, -2.0964, -0.3793)  0.129

***

Entry 2:
Density functional theory data (ωB97M-V/def2-TZVPD) for an isolated molecule of C8H10.

Calculated values
* relative energy (zero: lowest compared OMol25 entry of this formula, charge and spin): 3.984 eV
* max |F|: 7.42 eV/Å
* SMILES: C=C1[C@@H]2C=C[C@H]1CC2
* LUMO: 1.1 eV

Last column: Löwdin charge in e.
Geometry (Å):
C (1.3360, 2.0215, -0.0290)  0.064
C (0.5842, 0.8248, -0.2249)  -0.171
C (0.3097, -0.4891, -1.1428)  -0.221
C (-1.2294, -0.2280, -1.3431)  -0.038
C (-1.7382, 0.2834, -0.1523)  -0.025
C (-0.5000, 0.4746, 0.7776)  -0.346
C (-0.0429, -0.8518, 1.2279)  -0.196
C (0.4135, -1.4990, -0.0662)  -0.229
H (1.2788, 2.7263, 0.6983)  -0.009
H (2.3155, 2.3027, -0.6374)  0.081
H (0.9188, -0.5425, -2.0713)  0.142
H (-1.8051, -0.2266, -2.3123)  0.109
H (-2.7695, 0.6599, 0.2511)  0.132
H (-0.5922, 1.2318, 1.6486)  0.166
H (0.9189, -0.7196, 1.8281)  0.137
H (-0.7457, -1.3911, 1.8852)  0.122
H (1.4488, -2.0137, -0.0258)  0.129
H (-0.1011, -2.5636, -0.3116)  0.153

***

Entry 3:
Density functional theory data (ωB97M-V/def2-TZVPD) for a structure of composition C8H10AlO5P.

Calculated values
* relative energy (zero: lowest compared OMol25 entry of this formula, charge and spin): 1.300 eV
* charge: +2
* max |F|: 6.89 eV/Å
* LUMO (alpha / beta): -9.9 / -9.9 eV

Last column: Löwdin charge in e.
Geometry (Å):
O (3.8929, -3.8939, 0.4429)  0.037
C (3.0926, -3.0815, 0.4813)  -0.018
Al (-0.5324, 0.2996, -0.1764)  0.136
O (0.5298, 0.1538, 2.9238)  0.263
C (0.1646, 0.2155, 1.8201)  0.127
C (0.0715, 0.3159, -2.2255)  -0.237
O (-0.1206, 0.3910, -3.3933)  0.265
C (-2.0132, -1.2676, -0.3802)  0.113
O (-2.7130, -2.1583, -0.5608)  0.282
C (0.7506, 1.5561, -1.3635)  -0.188
O (1.7337, 2.1197, -1.7615)  0.192
H (0.0570, -0.6649, -1.4733)  0.112
C (-2.6383, 2.4231, -1.5917)  -0.165
P (-1.9315, 1.9926, 0.0229)  0.785
C (-1.1938, 3.4857, 0.7747)  -0.174
C (-3.2881, 1.5456, 1.1758)  -0.194
H (-1.8315, 2.7383, -2.2388)  0.066
H (-3.3664, 3.2179, -1.4825)  0.085
H (-3.1133, 1.5340, -1.9884)  0.067
H (-1.9554, 4.2597, 0.9614)  0.091
H (-0.7287, 3.2391, 1.7389)  0.069
H (-0.3954, 3.8866, 0.1367)  0.072
H (-3.9659, 2.3987, 1.3389)  0.087
H (-3.8466, 0.6786, 0.8017)  0.059
H (-2.8715, 1.2562, 2.1520)  0.068

***

Entry 4:
Density functional theory data (ωB97M-V/def2-TZVPD) for a structure of composition C8H10AuCl3GeN2O2S2.

Calculated values
* relative energy (zero: lowest compared OMol25 entry of this formula, charge and spin): 1.796 eV
* multiplicity: 2
* charge: +1
* <S²>: 0.79
* max |F|: 1.90 eV/Å
* LUMO (alpha / beta): -7.8 / -7.6 eV

Last column: Löwdin charge in e.
Geometry (Å):
Au (-0.0371, 0.2094, -0.1234)  0.606
C (-0.6297, 0.0237, 3.1946)  -0.060
O (0.3983, 0.3634, 2.2589)  -0.308
C (1.6472, -0.2689, 2.5099)  -0.185
C (2.6175, 0.2476, 1.4687)  -0.158
O (2.2648, -0.1873, 0.1457)  -0.366
C (2.8080, -1.4629, -0.2364)  -0.051
H (-0.2716, 0.1823, 4.2130)  0.103
H (-0.9434, -1.0163, 3.0791)  0.103
H (-1.4668, 0.6883, 3.0004)  0.086
H (1.5400, -1.3582, 2.4463)  0.137
H (2.0045, -0.0041, 3.5087)  0.147
H (3.6379, -0.0542, 1.7093)  0.144
H (2.5541, 1.3362, 1.4452)  0.143
H (3.8962, -1.4284, -0.1755)  0.110
H (2.5119, -1.6352, -1.2688)  0.059
H (2.4290, -2.2684, 0.3938)  0.102
S (-1.5394, -1.0193, -1.7484)  0.657
C (-2.7166, 0.1659, -1.3831)  -1.144
S (-2.2162, 1.2924, -0.1885)  0.698
C (-3.9504, 0.2313, -1.9802)  -0.338
C (-4.8954, 1.1996, -1.5467)  -0.214
N (-5.6571, 1.9732, -1.1655)  0.213
C (-4.3193, -0.6461, -3.0333)  -0.204
N (-4.6259, -1.3452, -3.8938)  0.211
Cl (-0.4395, 2.3211, -3.3200)  0.207
Ge (1.1811, 1.1056, -2.5732)  -0.129
Cl (1.1890, -0.7188, -3.7284)  0.188
Cl (3.0288, 2.0732, -3.0087)  0.244

***

Entry 5:
Density functional theory data (ωB97M-V/def2-TZVPD) for a structure of composition C8H10AuO5.

Calculated values
* relative energy (zero: lowest compared OMol25 entry of this formula, charge and spin): 1.963 eV
* multiplicity: 3
* charge: +3
* <S²>: 2.02
* max |F|: 6.41 eV/Å
* LUMO (alpha / beta): -12.9 / -16.7 eV

Last column: Löwdin charge in e.
Geometry (Å):
Au (0.0823, 0.1932, -0.8826)  0.951
O (0.0863, 3.4035, -0.4389)  0.306
C (0.0785, 2.2582, -0.5059)  -0.020
C (0.0540, -1.9396, -0.6064)  -0.041
O (0.1052, -3.0271, -0.4074)  0.341
C (2.1820, 0.2050, -0.7808)  -0.014
O (3.3113, 0.1728, -0.6432)  0.321
C (-2.0105, 0.1862, -0.7172)  -0.011
O (-3.1581, 0.1669, -0.6625)  0.307
C (0.0900, 0.8828, -3.0159)  -0.063
H (-0.8654, 1.4372, -3.0669)  0.116
H (1.0433, 1.4377, -3.0642)  0.114
C (0.0925, -0.5335, -3.0244)  -0.056
H (1.0478, -1.0866, -3.0634)  0.115
H (-0.8608, -1.0925, -3.0674)  0.116
C (-0.1662, -0.5325, 3.5381)  0.006
C (-0.5994, -0.2660, 2.1425)  -0.204
O (0.7985, -0.3201, 1.5538)  -0.025
H (0.3456, -1.4914, 3.5475)  0.124
H (-1.0553, -0.5403, 4.1093)  0.125
H (0.5173, 0.2593, 3.8426)  0.122
H (-1.2380, -1.0489, 1.6655)  0.127
H (-1.0911, 0.7178, 1.9496)  0.133
H (1.2100, 0.5577, 1.5983)  0.112

***

Entry 6:
Density functional theory data (ωB97M-V/def2-TZVPD) for a cluster of 2 separate species, C8H10BNO3 in total.

Calculated values
* relative energy (zero: lowest compared OMol25 entry of this formula, charge and spin): 4.410 eV
* max |F|: 4.71 eV/Å
* LUMO (alpha / beta): 0.2 / 0.2 eV

Last column: Löwdin charge in e.
Geometry (Å):
B (-0.8461, -2.6110, -0.6571)  -0.411
C (2.0511, 2.5165, -0.8182)  -0.100
C (2.6773, 1.9805, 0.2764)  -0.122
C (0.7713, 2.0359, -1.1927)  -0.011
C (2.0565, 1.0689, 1.1082)  -0.044
C (0.2028, 1.0483, -0.4011)  -0.192
C (0.8573, 0.5212, 0.7694)  -0.204
C (-1.1528, -0.4713, 0.5837)  -0.360
C (-2.3389, -0.6085, 1.4122)  -0.062
N (-1.0848, 0.5748, -0.3595)  0.116
O (0.0370, -0.3895, 1.3420)  0.051
O (-0.4900, -3.7508, -0.0657)  0.176
O (-0.9968, -2.2096, -1.9770)  0.109
H (2.5524, 3.1675, -1.3776)  0.051
H (3.7065, 2.2885, 0.6823)  0.129
H (0.2701, 2.4955, -2.0722)  0.116
H (2.5503, 0.6555, 2.0263)  0.132
H (-3.3801, -0.6258, 0.9122)  0.114
H (-2.5344, 0.2071, 2.0219)  0.045
H (-2.3384, -1.5945, 2.0551)  0.129
H (-1.7276, 0.9398, -1.0615)  0.171
H (0.0048, -4.4200, -0.5067)  0.086
H (-0.8474, -2.8191, -2.7002)  0.082

***

Entry 7:
Density functional theory data (ωB97M-V/def2-TZVPD) for a structure of composition C8H10Br21FIO4S3.

Calculated values
* charge: +1
* max |F|: 7.09 eV/Å
* LUMO: -7.1 eV

Last column: Löwdin charge in e.
Geometry (Å):
C (-2.5430, 0.0999, 3.2693)  -0.101
S (-1.0194, 0.3234, 4.1611)  0.392
O (-0.8650, 1.6832, 4.4704)  -0.301
O (-0.8635, -0.5878, 5.2113)  -0.281
S (0.5586, -0.1035, 2.6649)  0.177
I (2.2646, -1.2000, 3.9277)  0.837
S (1.2811, 1.8395, 1.8841)  0.422
O (1.7050, 1.6731, 0.4859)  -0.602
O (2.3690, 2.3406, 2.5921)  -0.225
F (0.1741, 2.9121, 1.8350)  -0.087
H (-2.8183, -0.9457, 3.2380)  0.088
H (-3.2700, 0.6943, 3.8062)  0.095
H (-2.3983, 0.4476, 2.2523)  0.078
C (3.5103, 3.3234, -1.9251)  -1.649
Br (4.4427, 2.1204, -3.1040)  0.586
Br (4.6808, 4.6679, -1.2039)  0.590
Br (1.9659, 4.1006, -2.7698)  0.539
H (3.1551, 2.7361, -1.0945)  -0.078
C (0.7088, -1.5805, -1.4396)  -1.489
Br (1.1441, -0.2778, -0.0102)  0.783
Br (2.0249, -2.9808, -1.5516)  0.594
Br (-1.0814, -2.2755, -1.2399)  0.564
H (0.7435, -1.0308, -2.3699)  -0.016
C (1.1355, 7.2033, -5.2198)  -1.639
Br (2.3968, 7.7458, -3.8731)  0.561
Br (-0.2775, 6.1115, -4.4854)  0.533
Br (0.4280, 8.7104, -6.1776)  0.591
H (1.6694, 6.5933, -5.9320)  -0.027
C (-4.1225, -4.9422, -2.2823)  -1.654
Br (-3.8692, -3.4562, -3.4705)  0.533
Br (-2.5706, -6.0760, -2.2206)  0.573
Br (-4.6529, -4.3589, -0.5231)  0.554
H (-4.9350, -5.5325, -2.6818)  -0.076
C (-6.7814, -5.3677, -6.1113)  -1.629
Br (-6.5091, -3.8748, -7.2901)  0.585
Br (-5.2169, -6.4842, -5.9966)  0.575
Br (-7.3593, -4.7966, -4.3667)  0.577
H (-7.5744, -5.9676, -6.5299)  -0.029
C (2.4069, 4.5428, 5.5323)  -1.658
Br (1.7117, 3.1946, 6.7226)  0.570
Br (1.1718, 6.0001, 5.3170)  0.589
Br (4.1429, 5.1505, 6.0868)  0.598
H (2.5255, 4.0809, 4.5647)  -0.067
C (4.1477, -5.3742, 3.0963)  -1.631
Br (5.3735, -4.7300, 4.4300)  0.591
Br (2.7149, -6.3910, 3.8703)  0.601
Br (3.4773, -3.9265, 2.0086)  0.488
H (4.6973, -6.0345, 2.4424)  -0.023

***

Entry 8:
Density functional theory data (ωB97M-V/def2-TZVPD) for an isolated molecule of C8H10Br2O2S.

Calculated values
* multiplicity: 3
* <S²>: 2.01
* max |F|: 3.44 eV/Å
* LUMO (alpha / beta): 0.5 / -5.1 eV

Last column: Löwdin charge in e.
Geometry (Å):
C (-2.1271, 0.0008, 1.3052)  -0.184
C (-2.2612, -0.8645, 0.0570)  -0.174
C (-1.4832, 1.3411, 0.9614)  -0.178
C (-1.0641, -1.0280, -0.8169)  -0.015
C (-0.4140, 0.2877, -1.2585)  -0.177
C (0.3940, -0.2567, -0.1481)  -0.248
C (-0.3422, 1.0499, -0.0127)  -0.713
C (3.2965, 0.0880, -0.8475)  -0.680
O (2.2982, -0.4734, 1.5130)  -0.328
O (2.0556, -2.2513, -0.1472)  -0.303
S (2.0356, -0.8578, 0.1654)  0.523
Br (0.7703, 2.6670, -0.0873)  0.786
Br (5.0442, -0.2191, -0.0750)  0.667
H (-3.0729, 0.0241, 1.7005)  0.085
H (-1.5480, -0.6114, 1.9835)  0.122
H (-2.6468, -1.8745, 0.2062)  0.123
H (-3.0634, -0.2853, -0.3538)  0.117
H (-2.2534, 1.8619, 0.3964)  0.124
H (-0.9651, 1.8110, 1.8490)  0.124
H (-0.8544, -1.9149, -1.4067)  0.138
H (-0.1529, 0.6875, -2.2459)  0.154
H (3.0248, 1.0985, -0.7877)  -0.048
H (3.3294, -0.2808, -1.9505)  0.084